No. 1
# C25H26N6O2OsS

A molecular structure, C25H26N6O2OsS (ωB97M-V with the def2-TZVPD basis set, the OMol25 dataset).

```
61
Properties=species:S:1:pos:R:3:lowdin_charge:R:1
Os -0.55271 -0.09841 0.64930 1.543
C -2.23249 -0.00082 3.19089 -0.060
C -1.62845 1.23941 2.50799 -0.238
C -0.38986 1.71720 3.20507 -0.176
C -0.56626 2.67504 4.18553 -0.013
C 0.49872 3.05819 4.97792 -0.011
C 1.75417 2.51130 4.75512 -0.003
C 2.00958 1.57940 3.76176 -0.122
C 3.46507 1.20517 3.57461 -0.196
C 4.08018 1.76083 2.28472 -0.063
C 0.89420 1.14694 2.98232 -0.129
N 0.95499 0.22404 1.92619 -0.046
C 2.04999 -0.50265 1.60034 -0.035
C 2.04926 -1.08210 0.35580 -0.246
C 2.94112 -1.88805 -0.37660 0.035
C 2.32389 -2.16116 -1.57763 0.010
C 1.03820 -1.55310 -1.56172 -0.067
N 0.87422 -0.87881 -0.43468 -0.123
H -3.05458 -0.44070 2.62988 0.084
H -2.62707 0.33984 4.14920 0.112
H -1.48780 -0.76129 3.41345 0.058
H -2.37663 2.03618 2.53492 0.137
H -1.59217 1.26876 1.34038 0.053
H -1.54838 3.10148 4.34594 0.132
H 0.36071 3.78815 5.76384 0.127
H 2.58268 2.84859 5.36373 0.129
H 3.63875 0.13439 3.69125 0.107
H 4.00411 1.64338 4.41285 0.116
H 3.61531 1.37707 1.37443 0.058
H 5.14105 1.51908 2.23965 0.090
H 3.98327 2.84595 2.26376 0.093
H 2.86821 -0.65583 2.28031 0.130
H 3.92129 -2.20438 -0.05774 0.137
H 2.71916 -2.75034 -2.38945 0.126
H 0.26661 -1.60223 -2.31489 0.131
N -0.43170 -8.02587 -1.03345 0.161
C -0.54463 -6.88274 -0.32471 -0.285
C 0.56815 -6.03292 -0.15210 -0.005
C 0.45526 -4.87815 0.57863 -0.053
C -0.77476 -4.53441 1.14935 -0.330
C -1.89175 -5.36263 0.98399 -0.047
C -1.77484 -6.51837 0.25624 0.001
S -0.90562 -3.11968 2.08842 0.667
O 0.37633 -2.64376 2.52044 -0.277
O -2.02712 -3.16543 2.96418 -0.230
N -1.31372 -1.86173 0.94865 -0.175
C -2.43339 -1.76987 0.16031 -0.462
N -3.42496 -2.61899 0.05028 0.191
C -4.39336 -2.23556 -0.78320 -0.044
C -4.37703 -1.02254 -1.47016 0.002
C -3.28560 -0.19592 -1.29512 -0.056
N -2.28926 -0.58539 -0.49540 -0.042
H 0.45921 -8.33512 -1.37900 0.118
H -1.19806 -8.67273 -1.09188 0.119
H 1.52401 -6.31846 -0.57236 0.121
H 1.32141 -4.25188 0.74674 0.109
H -2.83261 -5.09391 1.44313 0.118
H -2.63004 -7.17158 0.14231 0.125
H -5.22007 -2.92550 -0.90122 0.134
H -5.18814 -0.74087 -2.12401 0.125
H -3.18612 0.75808 -1.79624 0.135
```

Energy above the lowest of the compared OMol25 structures with the same formula, charge and spin   0.000 eV
Total charge   +2
Orbital gap (alpha / beta)   4.2552 / 4.1141 eV
LUMO energy (alpha / beta)   -9.079 / -9.197 eV
F_max   1.46 eV Å⁻¹

No. 2
# C19H26N13O4PdS

A molecular structure, C19H26N13O4PdS (ωB97M-V with the def2-TZVPD basis set, the OMol25 dataset).

```
64
Properties=species:S:1:pos:R:3:lowdin_charge:R:1
Pd -0.02847 1.61266 0.34141 0.898
C -1.95594 4.10964 0.85291 -0.097
N -2.10277 2.68583 0.51277 -0.337
C -3.05640 2.07115 1.43086 -0.103
C -2.57437 2.55591 -0.87988 -0.186
C -1.49091 2.95725 -1.85054 -0.278
C -1.79577 3.63297 -3.02509 -0.070
C -0.77874 3.97545 -3.90990 -0.116
C 0.53442 3.64627 -3.59964 -0.114
C 0.83132 2.97432 -2.41549 -0.119
C -0.17236 2.61732 -1.52639 -0.154
H -2.93833 4.60117 0.81851 0.087
H -1.29048 4.58334 0.13478 0.088
H -1.51114 4.20533 1.84077 0.048
H -4.03680 2.56622 1.37712 0.086
H -2.67561 2.16107 2.44808 0.089
H -3.17997 1.01547 1.18907 0.063
H -3.48694 3.15161 -1.03029 0.120
H -2.84224 1.50559 -1.03023 0.104
H -2.82447 3.89984 -3.25204 0.100
H -1.00982 4.50385 -4.82695 0.089
H 1.33267 3.91820 -4.28164 0.091
H 1.86282 2.72492 -2.18644 0.086
N 3.36772 2.26315 1.10509 0.125
C 3.08963 0.99485 0.61673 -0.497
N 3.98900 0.02404 0.58386 0.025
N 3.32775 -1.00360 0.01981 -0.104
N 2.10756 -0.66606 -0.25744 -0.091
N 1.92076 0.62276 0.11656 -0.060
C 2.43398 3.00136 1.83229 -0.504
N 2.79903 3.84641 2.77681 0.010
N 1.62833 4.33468 3.24304 -0.113
N 0.63394 3.80446 2.61561 -0.103
N 1.11853 2.93977 1.68877 -0.062
H 4.30313 2.35180 1.46911 0.122
C 2.02204 -4.43678 -2.77743 -0.110
C 2.05914 -3.97150 -1.32420 -0.318
S 0.94274 -4.92160 -0.35496 0.653
O 1.45268 -6.26732 -0.21589 -0.324
O -0.39405 -4.72942 -0.87273 -0.303
C 1.03479 -4.16675 1.27599 -0.187
C -0.31819 -3.82866 1.90278 -0.119
N -0.94639 -2.64898 1.29783 0.059
C -0.42225 -1.40236 1.39357 -0.325
N -1.00324 -0.57219 0.53783 0.069
C -1.97175 -1.28939 -0.09444 -0.034
C -1.96399 -2.55866 0.37550 -0.159
N -2.92364 -3.59485 0.07897 -0.337
O -3.69618 -3.36799 -0.83601 0.085
O -2.94147 -4.58179 0.79553 0.069
C 0.61611 -1.03770 2.39691 -0.007
H 2.75196 -3.86009 -3.34383 0.079
H 1.03744 -4.26643 -3.21092 0.076
H 2.26516 -5.49540 -2.86947 0.075
H 1.76375 -2.92765 -1.21812 0.069
H 3.04037 -4.11191 -0.86907 0.107
H 1.68174 -3.29180 1.20697 0.081
H 1.53284 -4.92762 1.87606 0.108
H -0.16492 -3.59536 2.95491 0.123
H -1.00148 -4.66781 1.83650 0.113
H -2.61919 -0.87780 -0.84982 0.120
H 0.39667 -1.50380 3.35908 0.087
H 0.62503 0.04144 2.53011 0.065
H 1.61522 -1.32880 2.07638 0.062
```

Energy above the lowest of the compared OMol25 structures with the same formula, charge and spin   0.243 eV
Total charge   -1
<S²>   2.006
Orbital gap (alpha / beta)   6.1168 / 6.9721 eV
LUMO energy (alpha / beta)   1.596 / 1.596 eV
F_max   0.70 eV Å⁻¹
2S+1   3

> Which of these has the highest F_max?

C25H26N6O2OsS